1.
{"formula": "C5H6O", "method": "ωB97M-V with the def2-TZVPD basis set", "symbols": ["C", "C", "C", "C", "C", "O", "H", "H", "H", "H", "H", "H"], "positions_angstrom": [[1.539, 0.114, -0.336], [0.509, 0.368, 0.769], [-0.885, 0.227, 0.259], [-2.003, 0.978, 0.195], [-1.634, -0.760, -0.420], [-1.529, -1.878, -0.870], [1.419, -0.891, -0.752], [1.427, 0.836, -1.151], [2.554, 0.204, 0.062], [0.637, 1.367, 1.200], [0.651, -0.354, 1.581], [-2.686, -0.210, -0.538]], "nbo_charge": [-0.60, -0.43, -0.31, 0.15, 0.41, -0.52, 0.22, 0.21, 0.22, 0.22, 0.23, 0.19], "spin_multiplicity": 1, "total_charge": 0}

---

2.
{"formula": "C5H6O", "method": "ωB97M-V with the def2-TZVPD basis set", "symbols": ["C", "C", "C", "C", "C", "O", "H", "H", "H", "H", "H", "H"], "positions_angstrom": [[-0.663, -0.637, 1.114], [0.969, 1.552, 0.112], [1.383, 0.439, -0.803], [0.313, -0.274, -1.174], [-0.773, 0.127, -0.223], [-0.342, 1.447, 0.197], [0.386, -0.651, 1.435], [-1.018, -1.663, 1.046], [-1.227, -0.080, 1.866], [2.413, 0.320, -1.109], [0.213, -0.994, -1.983], [-1.804, 0.146, -0.583]], "nbo_charge": [-0.60, 0.22, -0.36, -0.14, 0.01, -0.46, 0.22, 0.21, 0.23, 0.22, 0.23, 0.21], "spin_multiplicity": 1, "total_charge": 0}

---

3.
{"formula": "C5H6O", "method": "ωB97M-V with the def2-TZVPD basis set", "symbols": ["C", "C", "C", "O", "C", "C", "H", "H", "H", "H", "H", "H"], "positions_angstrom": [[1.736, -0.120, -0.088], [0.217, -0.402, -0.148], [-0.647, 0.756, -0.691], [-0.136, 1.319, -1.617], [-1.952, 0.846, -0.011], [-2.130, 0.051, 0.938], [2.190, -0.922, 0.499], [1.982, 0.844, 0.371], [2.242, -0.145, -1.071], [-0.775, -0.658, 0.930], [0.065, -1.269, -0.807], [-2.793, -0.301, 1.696]], "nbo_charge": [-0.64, -0.31, 0.49, -0.49, -0.12, -0.24, 0.23, 0.22, 0.24, 0.17, 0.22, 0.25], "spin_multiplicity": 1, "total_charge": 0}

---

What energy relative to the best compared isomer or geometry (same formula, charge and spin) values result from the calculations? In sequence: 4.268; 3.092; 5.038 eV.
What energy values result from the calculations? In sequence: -269.1894; -269.2326; -269.1611 Ha.
What molar mass values result from the calculations? In sequence: 82.1; 82.1; 82.1 g/mol.